i) The following is a quantum chemistry calculation of C7H10O in the gas phase, from the Open Molecules 2025 dataset.

Results
Frontier orbital gap: 10.0 eV
Total charge: 0
HOMO energy: -9.08 eV
SMILES: C=C1C[C@H]2O[C@@]2(C)C1

Last column: Löwdin charge in e.
Positions of all 18 atoms, in Å:
C (1.40918, -0.05600, 0.07399)  -0.3088
C (2.52911, -0.29063, 0.80948)  0.0504
C (0.77046, -1.12511, -0.79770)  -0.1345
C (0.47674, 1.09582, 0.20414)  -0.0155
C (-0.63762, -1.09972, -0.55798)  -0.2223
C (-1.06113, 0.22491, 0.04474)  -0.3365
C (-2.32775, 1.04010, -0.02791)  -0.0174
O (-1.00290, -0.95483, 0.83385)  -0.0003
H (2.90910, 0.29099, 1.66358)  0.0555
H (3.12480, -1.28060, 0.76456)  0.0855
H (0.92234, -0.92767, -1.80333)  0.1090
H (1.09633, -2.11465, -0.59720)  0.1190
H (0.52764, 1.52451, 1.20369)  0.1062
H (0.29664, 1.77755, -0.69078)  0.1300
H (-1.15445, -1.86321, -1.04035)  0.1316
H (-3.17420, 0.31512, -0.14520)  0.1048
H (-2.33018, 1.79418, -0.79531)  0.0690
H (-2.37412, 1.64924, 0.85772)  0.0742

ii) The following is a quantum chemistry calculation of C7H10O as an isolated structure, from the Open Molecules 2025 dataset.

Results
Frontier orbital gap: 10.0 eV
Total charge: 0
HOMO energy: -9.12 eV

Last column: Löwdin charge in e.
Positions of all 18 atoms, in Å:
C (-0.75432, 1.01671, -0.91365)  -0.0969
C (-0.85284, 0.39027, 0.52131)  -0.3169
C (-2.16337, -0.59877, 0.30726)  0.0626
C (-0.61626, -0.99082, 0.17399)  -0.4203
C (1.23835, -0.35894, 0.11855)  -0.3932
C (2.49807, -0.20304, -0.18487)  0.0571
C (0.57110, 0.65604, 1.09745)  -0.0402
H (-1.85825, 1.76230, -1.35828)  0.1657
H (-0.76506, 0.10256, -1.80855)  0.1495
H (0.07259, 1.50317, -1.40377)  0.0444
H (-2.84769, -0.61850, -0.66956)  0.1355
H (-2.66585, -1.12425, 1.15913)  0.0879
H (-0.27103, -1.61574, 0.98627)  0.1452
H (3.18899, -0.95857, -0.78210)  0.1167
H (3.06591, 0.52416, 0.41397)  0.0686
H (0.96032, 1.63066, 1.00112)  0.0984
H (0.78395, 0.03399, 2.06094)  0.1568
O (0.41538, -1.15123, -0.71920)  -0.0208

iii) The following is a quantum chemistry calculation of C7H10O as an isolated structure, from the Open Molecules 2025 dataset.

Results
Frontier orbital gap: 6.0 eV
Total charge: 0
HOMO energy: -7.37 eV

Last column: Löwdin charge in e.
Positions of all 18 atoms, in Å:
C (-0.68693, -1.13894, -0.55280)  0.0120
C (-1.44443, 0.18538, -0.27802)  -0.6581
C (-0.36761, 1.34350, -0.31902)  -0.0751
C (1.06716, 0.95458, 0.28653)  -0.2412
C (0.69794, -0.15123, 1.34016)  -0.0922
C (0.84654, -1.11023, 0.19197)  -0.2469
C (1.42728, -0.12850, -0.55835)  0.0052
H (-1.03427, -1.98954, -0.03931)  0.1105
H (-0.42803, -1.23458, -1.61019)  0.1080
H (-2.12287, 0.49370, -1.26910)  0.1762
H (-0.92560, 1.95897, 0.58470)  0.1800
H (-0.03261, 1.91955, -1.26898)  0.1305
H (1.57045, 1.88613, 0.67457)  0.1676
H (1.24819, -0.43095, 2.32007)  0.1397
H (-0.64680, -0.26194, 1.24792)  0.1576
H (1.04964, -2.07535, 0.17761)  0.1041
H (1.88622, -0.13666, -1.68784)  0.1891
O (-2.10427, -0.08388, 0.76007)  -0.1670

iv) The following is a quantum chemistry calculation of C7H10O as an isolated structure, from the Open Molecules 2025 dataset.

Results
Frontier orbital gap: 9.9 eV
Total charge: 0
HOMO energy: -8.93 eV

Last column: Löwdin charge in e.
Positions of all 18 atoms, in Å:
C (-0.18818, 1.43898, 1.18113)  -0.1154
C (1.16945, 1.10274, 0.61959)  -0.1375
C (1.17123, -0.47089, 0.26511)  -0.3265
C (-0.75000, 0.11330, 0.56115)  -0.3875
C (-1.67924, -0.69540, -0.27497)  -0.1205
C (-0.62005, -1.31914, -1.26117)  -0.1278
C (0.63883, -1.08390, -1.04931)  -0.1061
H (-0.84302, 2.41651, 0.92402)  0.1554
H (-0.11982, 1.47272, 2.34822)  0.1249
H (2.14363, 1.43780, 1.14843)  0.1394
H (1.03592, 1.64886, -0.31384)  0.1063
H (2.23279, -0.91231, 0.30509)  0.1630
H (-0.33986, 0.28471, -0.48229)  0.0843
H (-1.99660, 0.07335, -1.09911)  0.1493
H (-2.53612, -1.54685, 0.07617)  0.1717
H (-0.96218, -2.07002, -2.14075)  0.1567
H (1.52677, -1.02001, -1.81681)  0.1476
O (0.11645, -0.87047, 1.00932)  -0.0773

Result of the stability comparison: iii) is the least stable of them.

i) The following is a quantum chemistry calculation of C7H10O as an isolated structure, from the Open Molecules 2025 dataset.

Results
Frontier orbital gap: 9.7 eV
Total charge: 0
HOMO energy: -8.72 eV

Last column: Löwdin charge in e.
Positions of all 18 atoms, in Å:
C (-0.26677, -0.86754, 1.48010)  -0.0571
C (0.21930, -0.84410, 0.09049)  -0.6474
C (1.74593, -1.12413, -0.09363)  0.0748
C (0.96616, 0.33138, -0.48454)  -0.1556
C (0.33083, 1.59019, 0.07741)  -0.1006
C (-0.96516, 1.52788, -0.12391)  -0.0918
C (-1.30010, 0.36487, -1.15467)  -0.0826
H (0.66568, -1.13990, 2.27914)  0.1247
H (-1.10418, -1.90703, 1.65965)  0.1676
H (-0.73503, 0.34298, 1.70847)  0.1439
H (2.44510, -1.17446, 0.66742)  0.0488
H (2.00476, -1.64121, -1.05571)  0.1076
H (0.70575, 0.37077, -1.65378)  0.1600
H (0.88894, 2.19209, 0.76452)  0.1028
H (-1.49175, 2.40132, -0.05900)  0.0775
H (-2.35146, 0.08576, -0.88314)  0.1214
H (-1.11429, 0.54875, -2.22711)  0.1230
O (-0.64371, -1.05763, -0.99168)  -0.1171

ii) The following is a quantum chemistry calculation of C7H10O as an isolated structure, from the Open Molecules 2025 dataset.

Results
Frontier orbital gap: 9.7 eV
Total charge: 0
HOMO energy: -8.94 eV

Last column: Löwdin charge in e.
Positions of all 18 atoms, in Å:
C (1.25778, 1.17176, 1.34145)  -0.0310
C (0.45620, 0.28012, 0.39838)  -0.4990
C (-1.15369, 0.25907, 0.48490)  0.0054
C (-0.83739, -0.37399, -0.91519)  -0.5265
C (0.30429, 0.69103, -1.05045)  -0.0189
C (-0.19559, -1.66797, -0.43758)  0.0012
C (0.69847, -1.16037, 0.42206)  -0.0443
H (1.00820, 2.17573, 1.08282)  0.0576
H (1.05343, 1.05326, 2.42949)  0.0890
H (2.36067, 1.02854, 1.12751)  0.0975
H (-1.65758, -0.34288, 1.18779)  0.0990
H (-1.49785, 1.30841, 0.50100)  0.1198
H (-1.87296, -1.59051, -2.24308)  0.2377
H (1.28718, 0.47997, -1.51701)  0.1293
H (-0.17485, 1.68503, -1.25061)  0.1381
H (-0.38504, -2.65447, -0.84203)  0.1081
H (1.33701, -1.81332, 0.96669)  0.1067
O (-1.98830, -0.52943, -1.68616)  -0.0695

Result of the stability comparison: i) is the least stable of them.

i) The following is a quantum chemistry calculation of C3H11N3O as an isolated structure, from the Open Molecules 2025 dataset.

Results
Frontier orbital gap: 6.8 eV
Total charge: 0
HOMO energy: -6.05 eV

Last column: Löwdin charge in e.
Positions of all 18 atoms, in Å:
C (-0.21372, 0.68801, 1.44023)  -0.0891
C (0.42336, 0.69349, -1.01863)  -0.5482
N (0.46977, 2.08908, -1.04054)  0.0281
C (0.40776, -0.00948, 0.25667)  -0.2365
O (1.26102, 0.04842, -1.98260)  -0.0855
H (2.15205, -0.08117, -1.61319)  0.0669
H (0.39290, 2.45983, -1.97956)  0.0703
H (1.26643, 2.51019, -0.55874)  0.0662
H (1.32101, -0.54824, 0.53521)  0.1134
H (-0.23242, 0.04125, 2.32200)  0.0672
H (-1.23541, 0.99680, 1.20479)  0.0823
H (0.35775, 1.58301, 1.68772)  0.0772
N (-0.68014, -1.42638, -0.32608)  -0.0427
N (-1.59001, -2.12035, 0.53176)  0.0097
H (-2.03275, -1.46195, 1.16839)  0.0706
H (0.05148, -2.02336, -0.71097)  0.1215
H (-1.02912, -0.65735, -1.04042)  0.1484
H (-1.08997, -2.78179, 1.12396)  0.0801

ii) The following is a quantum chemistry calculation of a 2-piece molecular cluster, C3H11N3O overall, from the Open Molecules 2025 dataset.

Results
Frontier orbital gap: 7.5 eV
Total charge: 0
HOMO energy: -7.32 eV
SMILES: C=NNC.CON

Last column: Löwdin charge in e.
Positions of all 18 atoms, in Å:
C (0.74146, -2.41049, 0.16642)  -0.1438
N (-0.86792, -1.62796, 1.63813)  -0.0747
O (-0.62426, -2.45400, 0.53120)  -0.3299
H (-1.79792, -1.91910, 1.94213)  0.0463
H (-0.94159, -0.46460, 1.13175)  0.0666
H (1.34835, -2.81767, 0.97913)  0.0732
H (0.82420, -3.03669, -0.71998)  0.0775
H (1.08082, -1.38333, -0.05525)  0.0612
C (1.01401, 2.43604, -0.79082)  -0.1615
N (0.66831, 1.55868, 0.28893)  -0.0391
C (-1.43708, 0.57599, -0.76734)  -0.0323
N (-0.78051, 0.69746, 0.30898)  -0.0066
H (0.74639, 1.89961, 1.23752)  0.0868
H (0.12344, 2.81495, -1.31115)  0.0627
H (1.60352, 1.91272, -1.55178)  0.0777
H (1.54653, 3.31923, -0.42753)  0.0837
H (-1.40808, 1.29818, -1.58209)  0.0658
H (-1.83967, -0.39901, -1.01825)  0.0865

Result of the stability comparison: ii) is the least stable of them.

i) The following is a quantum chemistry calculation of C3H11N3O as an isolated structure, from the Open Molecules 2025 dataset.

Results
Frontier orbital gap: 8.2 eV
Total charge: 0
HOMO energy: -7.39 eV

Last column: Löwdin charge in e.
Positions of all 18 atoms, in Å:
C (0.56997, -0.54642, -0.59232)  -0.4962
C (-0.95701, 0.53757, 1.03553)  -0.3221
C (0.13501, 1.38743, 1.62767)  -0.0682
N (-0.42113, -1.03059, 0.18195)  0.0369
N (0.96794, -2.17553, -1.33941)  -0.0383
N (0.18746, 0.31785, -1.61180)  0.0768
O (-1.77353, 1.12211, 0.09507)  -0.0409
H (-1.47910, 2.01523, -0.16511)  0.1110
H (-0.23066, -1.81983, 0.78324)  0.0860
H (1.52513, -0.28068, -0.14154)  0.1173
H (-1.57434, 0.05694, 1.79289)  0.1191
H (-0.80033, 0.29898, -1.85423)  0.0968
H (1.37785, -2.94583, -0.81195)  -0.0149
H (0.34656, -2.47006, -2.09135)  -0.0070
H (0.89130, 0.66083, -2.25149)  0.0948
H (0.80166, 0.79345, 2.25699)  0.0863
H (0.72987, 1.88284, 0.85410)  0.0765
H (-0.29666, 2.19571, 2.23177)  0.0860

ii) The following is a quantum chemistry calculation of C3H11N3O as an isolated structure, from the Open Molecules 2025 dataset.

Results
Frontier orbital gap: 8.4 eV
Total charge: 0
HOMO energy: -7.58 eV

Last column: Löwdin charge in e.
Positions of all 18 atoms, in Å:
C (-1.02763, -0.98137, -0.57491)  -0.3867
N (-0.17732, -0.72154, -1.70431)  0.0144
O (-2.43048, -0.85723, -0.87177)  -0.0787
H (-2.62870, 0.08900, -0.88439)  0.0659
H (-0.45493, -1.24154, -2.53222)  0.0731
H (-0.13453, 0.27362, -1.91023)  0.0580
H (-0.91007, -2.03804, -0.29508)  0.1140
H (0.60658, -0.96452, 0.56750)  0.1123
C (2.11347, 0.48490, 0.58452)  -0.1006
N (0.93880, -0.15027, 1.20458)  -0.0381
C (-0.68036, 0.51499, 0.68328)  -0.3337
N (-0.77322, 1.68123, 0.19717)  0.0104
H (1.10825, -0.38939, 2.18193)  0.1274
H (-1.53293, 2.24975, 0.55898)  0.0333
H (-1.18550, 0.11757, 1.56126)  0.0989
H (1.89294, 0.63543, -0.47153)  0.0688
H (2.28357, 1.45673, 1.04279)  0.0815
H (2.99206, -0.15931, 0.66242)  0.0798

iii) The following is a quantum chemistry calculation of C3H11N3O as an isolated structure, from the Open Molecules 2025 dataset.

Results
Frontier orbital gap (spin up / spin down): 6.1 / 8.8 eV
Total charge: 0
HOMO energy (spin up / spin down): -6.17 / -7.86 eV

Last column: Löwdin charge in e.
Positions of all 18 atoms, in Å:
C (-0.75356, 0.22543, 0.08964)  -0.2556
C (-2.67442, -0.38572, 0.18865)  -0.0167
C (1.98307, 0.33916, -0.98226)  -0.1326
N (-0.58948, -1.07507, 0.50344)  -0.0985
N (1.16171, 0.46681, 0.19270)  -0.1908
N (1.71245, 1.41826, 1.07843)  0.0249
O (-0.37533, -1.86863, -0.62240)  -0.0850
H (-0.31189, -2.75746, -0.25150)  0.0969
H (1.17604, 1.38528, 1.94107)  0.0761
H (2.67600, 1.17057, 1.31690)  0.0799
H (-0.93071, 0.95554, 0.86202)  0.0966
H (-0.80752, 0.50851, -0.95369)  0.1078
H (-2.83824, -1.19153, -0.51716)  0.0236
H (-3.09263, 0.56188, -0.14588)  0.0221
H (-2.95506, -0.63275, 1.20609)  0.0257
H (2.05576, 1.27711, -1.55595)  0.0833
H (1.55049, -0.43251, -1.61992)  0.0652
H (3.01330, 0.03513, -0.73015)  0.0770

iv) The following is a quantum chemistry calculation of a 2-piece molecular cluster, C3H11N3O overall, from the Open Molecules 2025 dataset.

Results
Frontier orbital gap: 10.0 eV
Total charge: 0
HOMO energy: -9.05 eV
SMILES: CC(C)=N.NNO

Last column: Löwdin charge in e.
Positions of all 18 atoms, in Å:
C (-0.08294, 1.40045, -0.99678)  -0.0552
C (-0.52945, -0.77657, -2.22890)  -0.0360
C (-0.88906, 0.14637, -1.10478)  -0.4850
N (-1.67808, -0.14946, -0.14682)  0.0890
H (-2.24111, -0.98438, -0.30620)  0.0682
H (-0.37035, 1.96193, -0.11203)  0.0768
H (0.97469, 1.15578, -0.94604)  0.0837
H (-1.31393, -1.50678, -2.41090)  0.0779
H (0.37878, -1.31285, -1.94683)  0.0931
H (-0.32070, -0.22247, -3.14138)  0.0779
H (-0.24343, 2.01781, -1.88390)  0.0834
N (1.29343, -0.89543, 2.29377)  -0.2067
N (1.39166, 0.38361, 2.83946)  -0.0222
O (0.64298, -0.94189, 1.03859)  -0.1743
H (-0.37206, -0.60265, 0.96983)  0.0880
H (0.76940, -1.48075, 2.94372)  0.1029
H (2.08442, 0.90950, 2.32026)  0.0672
H (0.50575, 0.89778, 2.81891)  0.0711

Result of the stability comparison: iii) is the least stable of them.